[1]
Computed, not measured: the molecule C4H8FNO at a distorted geometry, with ωB97M-V with the def2-TZVPD basis set.

Structure (XYZ):
```
15
Properties=species:S:1:pos:R:3:forces:R:3
F -1.18525 -1.73643 -0.02888 -1.2 1.5 -1.2
O 0.58830 -0.07272 0.56464 -4.1 2.5 0.2
N 1.49339 0.42975 -0.39750 4.7 -8.6 3.7
C -1.64960 -0.44346 -0.39370 -0.8 1.7 1.4
C 2.41680 -0.62822 -0.07804 1.4 3.2 -3.5
C -0.56172 1.90713 -0.08092 -0.1 1.9 -1.1
C -0.82543 0.56893 0.41233 2.0 -2.6 3.1
H -1.13952 0.65800 1.47906 0.1 -0.5 -0.7
H 0.30488 1.93365 -0.82052 -1.5 -0.1 0.9
H 2.46163 -1.53126 0.77322 -0.9 2.9 -2.4
H 3.37408 -0.58688 -0.81472 -2.2 -0.1 2.0
H -0.12766 2.37449 0.92082 -1.5 0.4 -2.5
H -2.87673 -0.31024 -0.11278 3.6 -0.6 -1.3
H -1.51928 2.19179 -0.72632 1.8 0.6 2.0
H -1.25060 0.04560 -1.33132 -1.3 -2.3 -0.6
```
Positions in Å, forces in eV/Å.

The calculation puts the largest force on an atom at 10.51 eV Å⁻¹. The SMILES is C=NO[C@@H](C)CF. Its total energy is -10526.040 eV.

natural (NBO) atomic charge list, values in e, 4 entries: -0.35, -0.43, -0.15, 0.01



[2]
Computed, not measured: the molecule C4H8FNO at a distorted geometry, with ωB97M-V with the def2-TZVPD basis set.

Structure (XYZ):
```
15
Properties=species:S:1:pos:R:3:forces:R:3
F -1.07811 -1.64124 -0.10833 -0.2 -0.9 0.8
O -1.55750 0.51517 0.49043 0.1 -0.9 -1.1
N -2.72564 0.50597 -0.35814 -1.5 -0.9 0.3
C 1.94884 -0.68424 -0.20174 0.2 -1.0 -1.1
C 0.70577 -0.24037 0.47787 -1.8 0.4 3.4
C -0.60804 -0.35533 -0.17678 -1.4 0.9 0.1
C 1.74726 0.73856 0.13661 0.7 0.4 0.9
H 1.59807 1.59879 -0.48541 0.2 0.0 -0.5
H 2.28808 0.84769 1.06787 0.2 1.2 -0.2
H 1.78083 -0.97497 -1.25360 0.2 0.0 0.7
H -3.15066 1.44356 -0.38740 0.7 -0.4 0.5
H 0.50064 -0.17960 1.63431 0.7 -1.1 -2.2
H 2.72350 -1.23461 0.34163 -0.4 0.1 -0.4
H -0.69847 -0.19452 -1.23043 0.5 0.9 -0.8
H -3.47458 -0.14485 0.05311 1.8 1.2 -0.4
```
Positions in Å, forces in eV/Å.

The calculation puts the largest force on an atom at 3.82 eV Å⁻¹. The SMILES is NO[C@H](F)C1CC1. Its total energy is -10529.633 eV.

natural (NBO) atomic charge list, values in e, 4 entries: -0.37, -0.40, -0.55, -0.39



[3]
Computed, not measured: a cluster of 2 separate species, C4H8FNO2 in total at a distorted geometry, with ωB97M-V with the def2-TZVPD basis set.

Structure (XYZ):
```
16
Properties=species:S:1:pos:R:3:forces:R:3
F 1.94691 -1.70893 0.21745 -0.5 0.5 -0.3
O -2.47520 1.02669 -1.78876 -0.4 1.0 -1.5
O -2.23534 0.59071 0.32229 -0.3 -0.1 0.6
N 0.22055 -0.06892 0.18094 2.4 -2.2 0.2
C -1.74341 0.73263 -0.90881 0.1 -1.3 0.1
C 1.15346 0.79682 0.85159 0.9 3.0 -0.4
C 0.58712 -1.42149 0.29254 0.3 -1.2 5.9
C -0.27573 0.29266 -1.11583 -0.6 0.6 -1.4
H -0.30784 -0.71581 -1.68925 0.0 2.2 0.2
H 0.23125 1.20344 -1.69078 -0.6 -2.3 1.2
H 1.54333 0.47821 1.82656 -0.9 -0.3 -0.2
H 0.57285 1.74401 0.90236 0.7 -0.2 0.7
H -1.64467 0.02163 0.83854 0.4 0.4 0.1
H 0.07545 -2.13868 -0.25483 -1.0 -0.8 -1.5
H 2.12564 1.11472 0.32710 -1.4 -0.9 -0.1
H 0.22564 -1.94769 1.68889 1.1 1.7 -3.7
```
Positions in Å, forces in eV/Å.

The calculation puts the largest force on an atom at 6.06 eV Å⁻¹. Its total energy is -12577.868 eV.

natural (NBO) atomic charge list, values in e, 4 entries: -0.38, -0.56, -0.67, -0.53



[4]
Computed, not measured: a cluster of 2 separate species, C4H8FNO4 in total at a distorted geometry, with ωB97M-V with the def2-TZVPD basis set.

Structure (XYZ):
```
18
Properties=species:S:1:pos:R:3:forces:R:3
F 1.48290 0.33742 0.05635 -1.3 -1.2 -0.4
O -1.58283 -0.04063 -1.47082 -1.0 -1.2 -0.2
O -0.19244 1.74325 -1.52271 0.0 -1.2 0.3
O 1.14767 2.94853 0.37460 0.1 0.1 0.2
O -0.04858 1.47390 1.70387 1.8 2.5 -0.6
N -0.45870 0.57552 -1.02740 1.1 0.4 0.4
C 0.22405 -0.13527 -0.16054 0.5 1.9 -0.1
C 0.19821 -2.59989 -0.32664 -1.0 0.2 1.0
C 0.74103 2.41063 1.48487 -0.8 0.3 2.6
C -0.31949 -1.33434 0.50509 -1.9 -1.8 -2.0
H 1.22318 3.10021 2.25832 -0.7 -1.4 0.1
H -2.19611 0.56791 -1.90991 0.7 0.7 0.3
H 1.26289 -2.80615 -0.25087 0.2 0.6 -0.1
H -0.28275 -1.52693 1.56809 1.1 0.8 0.3
H -1.46980 -1.23597 0.36465 2.0 -0.3 0.0
H -0.13873 -2.50557 -1.35572 0.3 0.1 -0.1
H -0.24946 -3.51375 0.05858 -0.3 0.0 0.1
H 0.65897 2.54115 -0.34982 -0.5 -0.6 -1.6
```
Positions in Å, forces in eV/Å.

The calculation puts the largest force on an atom at 3.27 eV Å⁻¹. The SMILES is CC/C(F)=[N+](/[O-])O.O=CO. Its total energy is -16671.215 eV.

natural (NBO) atomic charge list, values in e, 4 entries: -0.30, -0.54, -0.58, -0.66